1) The following is a DFT calculation (ωB97M-V with the def2-TZVPD basis set) of an isolated molecule of C20H29N3O4S.

Computed properties:
highest occupied orbital energy = -8.769 eV
lowest unoccupied orbital energy = 0.5 eV
SMILES string = CC(=O)N1CCC(C(=O)Nc2ccc(S(=O)(=O)N3CCC(C)CC3)cc2)CC1

```
! wB97M-V def2-TZVPD RIJCOSX def2/J DEFGRID3
* xyz 0 1
C 0.159 1.718 -2.136
C 1.215 0.641 -2.179
O 1.641 0.114 -1.166
N 1.684 0.280 -3.402
C 1.189 0.717 -4.686
C 0.750 -0.499 -5.534
C 0.661 -1.732 -4.627
C -0.381 -1.420 -3.544
O -1.330 -0.705 -3.792
N -0.185 -2.024 -2.341
C -0.854 -1.775 -1.140
C -0.247 -2.222 0.035
C -0.832 -1.969 1.258
C -2.027 -1.276 1.308
S -2.696 -0.881 2.915
O -2.742 -2.063 3.726
O -3.909 -0.124 2.752
N -1.447 0.073 3.493
C -1.270 0.112 4.928
C 0.113 0.674 5.243
C 0.266 2.072 4.638
C 1.657 2.639 4.907
C -0.017 1.996 3.136
C -1.391 1.381 2.883
C -2.652 -0.850 0.153
C -2.073 -1.102 -1.078
C 2.076 -2.039 -4.133
C 2.679 -0.769 -3.496
H -0.751 1.364 -2.617
H 0.501 2.625 -2.627
H -0.058 1.932 -1.093
H 1.983 1.270 -5.203
H 0.345 1.385 -4.542
H -0.223 -0.301 -5.981
H 1.464 -0.693 -6.335
H 0.276 -2.582 -5.199
H 0.675 -2.537 -2.215
H 0.697 -2.744 -0.015
H -0.379 -2.291 2.180
H -1.382 -0.911 5.288
H -2.045 0.737 5.400
H 0.870 0.013 4.817
H 0.253 0.710 6.324
H -0.479 2.732 5.099
H 1.749 3.639 4.489
H 1.846 2.695 5.977
H 2.418 2.007 4.456
H 0.739 1.374 2.655
H 0.022 2.992 2.693
H -1.567 1.251 1.813
H -2.183 2.030 3.285
H -3.587 -0.318 0.235
H -2.548 -0.769 -1.984
H 2.097 -2.881 -3.439
H 2.675 -2.338 -4.996
H 3.511 -0.397 -4.102
H 3.042 -0.959 -2.485
*
```

Mulliken population analysis, charges in e, atoms 1 to 8:
1. C -1.505
2. C 1.245
3. O -0.662
4. N -0.021
5. C -0.786
6. C -0.911
7. C 0.299
8. C 0.102

***

2) The following is a DFT calculation (ωB97M-V with the def2-TZVPD basis set) of an isolated molecule of C20H29N3O4S.

Computed properties:
highest occupied orbital energy = -8.781 eV
lowest unoccupied orbital energy = 0.7 eV
SMILES string = C=CCN(CC=C)C(=O)c1cccc(OC2CCN(S(=O)(=O)N(C)C)CC2)c1

```
! wB97M-V def2-TZVPD RIJCOSX def2/J DEFGRID3
* xyz 0 1
C -3.151 -2.739 -1.505
C -3.133 -1.534 -0.968
C -4.165 -0.475 -1.234
N -4.780 0.015 -0.016
C -5.932 -0.720 0.475
C -5.586 -2.123 0.865
C -6.244 -3.191 0.455
C -4.273 1.023 0.733
O -4.774 1.377 1.784
C -3.057 1.702 0.175
C -3.187 2.723 -0.762
C -2.055 3.368 -1.220
C -0.795 3.014 -0.766
C -0.660 2.004 0.181
O 0.506 1.571 0.727
C 1.747 2.108 0.295
C 2.176 1.511 -1.053
C 2.375 0.003 -0.907
N 3.342 -0.315 0.123
S 4.935 -0.101 -0.319
O 5.074 -0.551 -1.672
O 5.430 1.206 0.002
N 5.628 -1.180 0.763
C 5.300 -2.545 0.420
C 7.039 -0.946 0.988
C 3.014 0.247 1.417
C 2.786 1.758 1.363
C -1.806 1.357 0.650
H -2.385 -3.467 -1.299
H -3.934 -3.048 -2.177
H -2.343 -1.237 -0.292
H -3.686 0.365 -1.749
H -4.954 -0.876 -1.876
H -6.285 -0.172 1.355
H -6.718 -0.717 -0.289
H -4.741 -2.215 1.534
H -5.976 -4.183 0.772
H -7.090 -3.115 -0.209
H -4.165 3.008 -1.118
H -2.147 4.163 -1.946
H 0.064 3.540 -1.150
H 1.671 3.203 0.219
H 3.119 1.968 -1.356
H 1.422 1.705 -1.817
H 2.749 -0.429 -1.835
H 1.429 -0.476 -0.635
H 5.596 -3.199 1.239
H 4.224 -2.596 0.277
H 5.797 -2.861 -0.503
H 7.653 -1.302 0.153
H 7.342 -1.457 1.902
H 7.178 0.125 1.102
H 3.845 0.008 2.081
H 2.107 -0.251 1.772
H 3.725 2.251 1.113
H 2.440 2.108 2.336
H -1.691 0.591 1.402
*
```

Mulliken population analysis, charges in e, atoms 1 to 8:
1. C -0.886
2. C 0.135
3. C -0.852
4. N 0.146
5. C -0.887
6. C 0.105
7. C -0.852
8. C 0.239

***

Short version: 2) is the least stable of them.

***

1) The following is a DFT calculation (ωB97M-V with the def2-TZVPD basis set) of the ion C7H13N4O with charge +1.

Computed properties:
highest occupied orbital energy = -9.076 eV
lowest unoccupied orbital energy = -4.7 eV

```
! wB97M-V def2-TZVPD RIJCOSX def2/J DEFGRID3
* xyz 1 1
C -3.070 -0.205 -3.316
C -2.954 -0.287 -1.945
C 1.377 -0.536 1.848
C 2.238 1.330 0.663
C 0.939 -1.215 0.504
C -1.068 -0.612 -0.530
C 1.314 1.725 2.830
N -1.902 -0.339 -3.889
N -0.981 -0.355 -2.952
N -1.615 -0.522 -1.687
N 1.685 0.849 1.714
O 0.279 -0.399 -0.435
H -3.995 -0.179 -3.801
H -3.706 -0.328 -1.063
H 0.502 -0.567 2.543
H 2.195 -1.106 2.233
H 2.569 0.553 -0.134
H 2.590 2.266 0.508
H 1.725 -1.783 0.118
H 0.141 -1.920 0.793
H -1.761 -0.992 0.295
H 1.866 1.212 3.565
H 1.447 2.839 2.545
H 0.256 1.509 2.822
H -0.070 -0.937 -3.228
*
```

Mulliken population analysis, charges in e, atoms 1 to 8:
1. C -0.331
2. C -0.243
3. C -0.442
4. C -0.098
5. C -0.725
6. C -0.132
7. C -0.810
8. N -0.845

***

2) The following is a DFT calculation (ωB97M-V with the def2-TZVPD basis set) of the ion C7H13N4O with charge +1.

Computed properties:
highest occupied orbital energy (spin up / spin down) = -12.243 / -12.242 eV
lowest unoccupied orbital energy (spin up / spin down) = -4.8 / -4.8 eV
SMILES string = CN1CCN[C@@H](N=[N+]=C2CO2)C1

```
! wB97M-V def2-TZVPD RIJCOSX def2/J DEFGRID3
* xyz 1 1
C 2.583 0.182 -0.380
N 1.284 0.506 -0.910
C 0.440 1.349 -0.102
C -0.174 0.544 1.045
N -0.814 -0.667 0.539
C -0.253 -1.426 -0.549
N -1.267 -2.009 -1.350
N -2.369 -1.476 -1.307
C -2.854 -0.582 -0.513
C -3.964 -0.305 0.387
O -3.450 0.574 -0.629
C 0.549 -0.482 -1.577
H 3.128 -0.421 -1.101
H 3.130 1.112 -0.219
H 2.548 -0.365 0.570
H -0.355 1.752 -0.738
H 1.019 2.179 0.300
H 0.606 0.280 1.772
H -0.929 1.139 1.565
H -1.085 -1.282 1.301
H 0.411 -2.237 -0.235
H -4.936 -0.734 0.176
H -3.764 -0.005 1.409
H 1.178 -1.130 -2.185
H -0.198 -0.001 -2.215
*
```

Mulliken population analysis, charges in e, atoms 1 to 8:
1. C -0.901
2. N 0.127
3. C -0.776
4. C -0.570
5. N -0.256
6. C 0.302
7. N -0.427
8. N 0.049

***

Short version: 1) is the least stable of them.

***

1) The following is a DFT calculation (ωB97M-V with the def2-TZVPD basis set) of a structure of composition C6H6O3.

Computed properties:
highest occupied orbital energy = -9.105 eV
lowest unoccupied orbital energy = 0.2 eV

```
! wB97M-V def2-TZVPD RIJCOSX def2/J DEFGRID3
* xyz 0 1
C -1.526 1.763 0.079
C -0.522 0.633 0.190
C 0.067 0.173 -0.946
C 0.920 -0.979 -0.601
C 1.049 -1.631 0.561
C 0.365 -1.033 1.688
H -2.316 1.588 -1.157
H -2.304 1.613 1.186
H -0.717 2.928 0.065
H 0.138 0.803 -1.839
H 1.442 -0.866 -2.445
H 1.671 -2.623 0.552
O 1.852 -1.224 -1.667
O 0.274 -1.246 2.915
O -0.391 0.101 1.419
*
```

Mulliken population analysis, charges in e, atoms 1 to 8:
1. C -0.955
2. C 0.339
3. C -0.469
4. C 0.979
5. C -0.598
6. C 0.431
7. H 0.273
8. H 0.282

***

2) The following is a DFT calculation (ωB97M-V with the def2-TZVPD basis set) of an isolated molecule of C6H6O3.

Computed properties:
highest occupied orbital energy = -8.184 eV
lowest unoccupied orbital energy = -0.5 eV

```
! wB97M-V def2-TZVPD RIJCOSX def2/J DEFGRID3
* xyz 0 1
C 0.024 0.438 -0.037
C -0.345 1.617 -0.579
C 0.718 -0.695 -0.007
C 2.668 0.322 0.479
C -1.356 0.956 0.387
C -2.662 0.375 -0.298
O 2.090 -0.692 -0.095
O 0.307 -1.893 0.271
O 3.880 0.521 -0.059
H -1.514 1.100 1.430
H -2.675 0.257 -1.482
H -3.572 1.021 0.023
H -2.762 -0.588 0.220
H 0.931 -2.617 0.456
H 4.268 -0.121 -0.710
*
```

Mulliken population analysis, charges in e, atoms 1 to 8:
1. C 0.533
2. C -1.056
3. C 0.858
4. C -0.149
5. C -0.120
6. C -0.969
7. O -0.242
8. O -0.462

***

Short version: 2) is the least stable of them.

***

1) The following is a DFT calculation (ωB97M-V with the def2-TZVPD basis set) of the ion C3H6NO with charge +1.

Computed properties:
highest occupied orbital energy = -14.233 eV
lowest unoccupied orbital energy = -4.4 eV
SMILES string = [NH3+][C@]12C[C@@H]1O2

```
! wB97M-V def2-TZVPD RIJCOSX def2/J DEFGRID3
* xyz 1 1
N -1.254 0.590 0.013
C 0.086 0.383 0.318
C 0.907 -0.962 0.472
C 1.123 -0.005 -0.642
O 1.165 1.246 0.138
H -1.390 0.688 -0.957
H -1.743 1.459 0.426
H -1.879 -0.297 0.233
H 0.422 -1.967 0.416
H 1.547 -0.948 1.326
H 1.016 -0.187 -1.743
*
```

Mulliken population analysis, charges in e, atoms 1 to 8:
1. N -0.297
2. C 0.214
3. C -0.478
4. C -0.181
5. O -0.330
6. H 0.370
7. H 0.409
8. H 0.428

***

2) The following is a DFT calculation (ωB97M-V with the def2-TZVPD basis set) of a structure of composition C3H6NO.

Computed properties:
highest occupied orbital energy = -16.368 eV
lowest unoccupied orbital energy = -5.5 eV

```
! wB97M-V def2-TZVPD RIJCOSX def2/J DEFGRID3
* xyz 1 1
C -0.193 -1.414 0.103
C -1.451 0.494 -0.396
C 1.314 0.857 0.383
N -0.245 -0.134 0.161
O -2.494 0.161 0.044
H 0.640 -2.126 0.108
H -1.141 -1.828 -0.170
H -0.976 1.031 -1.276
H 1.484 1.295 -0.577
H 2.055 0.090 0.527
H 1.006 1.574 1.092
*
```

Mulliken population analysis, charges in e, atoms 1 to 8:
1. C -0.085
2. C 0.191
3. C -0.509
4. N -0.059
5. O -0.320
6. H 0.273
7. H 0.281
8. H 0.290

***

Short version: 1) is the least stable of them.

***

1) The following is a DFT calculation (ωB97M-V with the def2-TZVPD basis set) of a cluster of 2 separate species, C4H11NOS in total.

Computed properties:
highest occupied orbital energy = -8.842 eV
lowest unoccupied orbital energy = 0.5 eV

```
! wB97M-V def2-TZVPD RIJCOSX def2/J DEFGRID3
* xyz 0 1
C -0.488 2.876 0.512
C -0.086 0.508 -0.327
C -2.308 1.156 0.178
C -0.831 1.466 0.131
N 2.501 -3.248 0.226
O 0.818 -1.882 1.466
S 0.924 -3.186 0.874
H -0.578 2.930 1.542
H 0.609 3.099 0.138
H -1.196 3.541 0.038
H 1.227 -3.945 2.075
H 0.945 0.431 -0.514
H -0.650 -0.375 -0.438
H -2.615 0.252 0.511
H -2.852 2.040 0.680
H -2.589 1.308 -0.886
H 2.555 -2.762 -0.603
H 3.212 -3.993 0.255
*
```

Mulliken population analysis, charges in e, atoms 1 to 8:
1. C -1.202
2. C -1.056
3. C -1.453
4. C 1.117
5. N -0.435
6. O -0.469
7. S 0.336
8. H 0.321

***

2) The following is a DFT calculation (ωB97M-V with the def2-TZVPD basis set) of an isolated molecule of C4H11NOS.

Computed properties:
highest occupied orbital energy = -8.259 eV
lowest unoccupied orbital energy = 0.8 eV
SMILES string = OCNCCCS

```
! wB97M-V def2-TZVPD RIJCOSX def2/J DEFGRID3
* xyz 0 1
O 2.760 -0.807 -1.327
C 1.696 -0.984 -0.441
N 0.821 0.198 -0.533
C 0.250 0.479 0.809
C -1.137 1.186 0.759
C -2.236 0.362 0.102
S -2.079 -0.321 -1.660
H 3.558 -1.165 -0.919
H 1.095 -1.853 -0.731
H 1.973 -1.167 0.606
H 1.468 0.955 -0.730
H 0.045 -0.388 1.436
H 1.001 1.129 1.265
H -1.045 2.071 0.137
H -1.427 1.221 1.807
H -3.187 0.888 0.101
H -2.435 -0.594 0.588
H -1.120 -1.211 -1.269
*
```

Mulliken population analysis, charges in e, atoms 1 to 8:
1. O -0.513
2. C -0.302
3. N -0.314
4. C -0.756
5. C -0.380
6. C -0.890
7. S -0.151
8. H 0.326

***

3) The following is a DFT calculation (ωB97M-V with the def2-TZVPD basis set) of a cluster of 2 separate species, C4H11NOS in total.

Computed properties:
highest occupied orbital energy = -8.407 eV
lowest unoccupied orbital energy = 0.8 eV
SMILES string = C/C=C/C.NSO

```
! wB97M-V def2-TZVPD RIJCOSX def2/J DEFGRID3
* xyz 0 1
C 1.135 1.328 1.212
C 1.246 0.285 0.099
C 0.746 -0.910 0.293
C 0.752 -2.042 -0.683
H -0.020 1.431 1.341
H 1.636 0.889 2.094
H 1.534 2.319 1.053
H 1.692 0.405 -0.908
H 0.334 -1.118 1.255
H 1.152 -1.687 -1.748
H 1.239 -2.913 -0.257
H -0.322 -2.285 -0.973
N -1.426 0.720 -1.243
S -2.077 -0.162 0.006
O -2.376 0.965 1.160
H -1.766 0.587 -2.163
H -0.386 0.693 -1.396
H -3.095 1.496 0.857
*
```

Mulliken population analysis, charges in e, atoms 1 to 8:
1. C -0.867
2. C -0.354
3. C -0.162
4. C -0.943
5. H 0.067
6. H 0.283
7. H 0.344
8. H 0.426

***

4) The following is a DFT calculation (ωB97M-V with the def2-TZVPD basis set) of an isolated molecule of C4H11NOS.

Computed properties:
highest occupied orbital energy = -8.592 eV
lowest unoccupied orbital energy = 0.9 eV
SMILES string = OCNCCCS

```
! wB97M-V def2-TZVPD RIJCOSX def2/J DEFGRID3
* xyz 0 1
O 1.290 -0.968 3.016
C 1.630 -0.892 1.676
N 0.898 0.178 0.835
C 0.328 -0.551 -0.323
C -0.182 0.363 -1.496
C -1.682 0.481 -1.602
S -2.497 1.397 -0.335
H 1.623 -0.182 3.560
H 1.591 -2.025 1.413
H 2.691 -0.571 1.643
H 0.222 0.879 1.188
H -0.596 -1.148 0.047
H 0.964 -1.281 -0.774
H 0.310 1.414 -1.457
H 0.138 -0.089 -2.385
H -1.895 0.892 -2.583
H -2.203 -0.501 -1.580
H -2.630 2.606 -0.841
*
```

Mulliken population analysis, charges in e, atoms 1 to 8:
1. O -0.547
2. C -0.311
3. N -0.328
4. C -0.528
5. C -0.611
6. C -0.679
7. S -0.230
8. H 0.324

***

Short version: 1) is the least stable of them.